1.
16
Properties=species:S:1:pos:R:3 method="wB97M-V/def2-TZVPD" de_lowest_kcal_mol=25.4 homo_lumo_gap_ev=10.86 lumo_ev=1.11 e_tot_ha=-271.71216 smiles=C[C@H]1CCOC1
C 1.38 -1.29 -0.10
H -0.92 -0.35 1.26
H -2.45 0.68 -0.44
H 2.10 -1.23 -0.93
H -1.09 1.60 -1.11
C -0.11 -0.97 -0.63
H -1.67 1.94 0.54
H 1.21 1.38 -0.07
C -1.49 1.14 -0.19
H 1.02 -2.23 0.27
H -0.85 -1.81 -0.63
O 1.73 -0.37 0.91
C -0.51 0.12 0.36
H -0.05 -0.61 -1.66
H 0.83 1.27 1.68
C 0.85 0.72 0.74

=====

2.
8
Properties=species:S:1:pos:R:3 method="wB97M-V/def2-TZVPD" de_lowest_kcal_mol=31.3 homo_lumo_gap_ev=10.84 lumo_ev=-0.20 e_tot_ha=-354.31714 smiles=N#Cc1ncon1
C -0.44 -0.19 0.20
N -2.55 -0.83 1.67
N 0.81 0.23 0.64
O 0.53 0.37 -1.48
N -0.56 -0.19 -1.17
H 2.27 0.94 -0.52
C -1.48 -0.83 1.11
C 1.40 0.51 -0.45

=====

3.
13
Properties=species:S:1:pos:R:3 method="wB97M-V/def2-TZVPD" de_lowest_kcal_mol=87.3 homo_lumo_gap_ev="7.40 / 7.40" lumo_ev="-0.38 / -0.38" e_tot_ha=-980.54092
C -2.03 0.31 0.23
C 2.02 1.03 -0.49
H 0.34 -1.51 -1.90
H -1.96 0.57 1.24
H 2.36 1.75 -1.18
O -0.10 -1.35 1.38
H -2.03 1.03 -0.51
O -0.29 -1.73 -1.22
Si -0.48 -0.57 -0.06
Cl 3.20 -0.08 0.12
H 0.46 -0.77 1.93
H -3.06 -0.23 0.12
H 1.56 1.54 0.33

=====

4.
15
Properties=species:S:1:pos:R:3 method="wB97M-V/def2-TZVPD" de_lowest_kcal_mol=5.2 homo_lumo_gap_ev=10.64 lumo_ev=0.89 e_tot_ha=-379.13276 smiles="O=C1NCCO1.N"
H -2.90 -0.56 -0.53
O 0.02 2.07 0.22
C -0.86 -1.28 -0.18
C -2.16 -0.59 0.27
C -0.52 0.99 0.11
O -1.77 0.75 0.59
H -0.43 -1.90 0.61
H 2.13 1.58 -0.18
H -2.60 -1.04 1.16
H -1.03 -1.92 -1.06
N 2.69 0.72 -0.13
H 2.95 0.62 0.85
H 0.98 -0.18 -0.57
H 3.54 0.87 -0.65
N -0.04 -0.14 -0.49

=====

5.
105
Properties=species:S:1:pos:R:3 method="wB97M-V/def2-TZVPD" de_lowest_kcal_mol=0.0 homo_lumo_gap_ev=10.34 lumo_ev=-0.26 e_tot_ha=-3675.63740
N 5.29 -1.02 1.63
H 1.20 -1.19 4.47
H 4.28 -4.45 -0.88
O 0.22 -1.60 2.27
O -2.62 0.35 -3.35
O -1.10 -0.77 -2.34
N -2.40 1.03 1.91
N 0.79 1.86 5.56
O 4.94 -0.05 -1.38
H -2.65 1.09 4.03
H 5.69 2.07 -3.56
H -1.16 0.28 3.30
O -2.02 -6.23 -4.32
C 1.62 -0.47 -0.49
C 2.64 3.50 1.47
H 2.42 -0.62 0.26
O -3.21 3.00 -1.04
H 0.73 -4.89 -4.25
N -3.60 3.63 -0.10
H 1.06 3.88 5.20
C -1.10 -6.14 0.80
H 2.71 -2.11 4.13
C -6.13 0.33 1.03
H 0.20 3.53 6.73
H 3.69 -2.72 -0.52
O 1.84 -3.01 2.12
O -0.78 -6.08 -2.63
N 3.08 -3.66 -2.29
O 1.31 5.31 -2.85
O 4.83 -2.16 1.71
C -2.97 4.94 0.18
H -1.96 4.68 0.44
O -5.13 1.13 2.96
H 2.70 4.60 1.50
H -3.51 -2.10 -2.24
N 5.62 0.36 -2.29
C -0.10 3.44 -2.72
H 6.78 -0.70 0.27
H 2.59 -4.10 -0.24
H 0.37 2.48 -2.37
N -2.25 -0.45 -2.51
H 2.47 -0.54 3.39
H -1.14 3.45 -2.33
O -6.67 2.71 -1.70
N -6.27 1.81 -2.42
H 2.83 3.07 2.44
H -3.06 5.48 -0.77
C 4.94 1.36 -3.26
O 1.08 -5.77 0.13
O -0.36 -4.19 -0.16
N -5.57 0.14 2.38
O 1.97 1.62 5.69
O -5.60 -1.00 2.81
H 0.00 3.53 -3.77
O 4.56 -0.04 1.75
H -5.93 -0.53 0.39
N -0.04 -5.29 0.20
O -6.46 0.63 -2.19
O 3.38 -4.50 -3.13
H -7.25 0.36 1.06
H -0.63 3.26 5.03
H -2.85 -1.42 -0.79
O -0.04 1.18 -0.48
N 0.68 4.53 -2.11
C 6.71 -0.86 1.35
H -1.06 -5.85 1.87
H 7.24 -1.77 1.67
H 4.59 0.85 -4.16
H -0.80 -7.17 0.79
H -3.50 5.39 0.99
H -5.77 1.26 0.59
C 1.97 -1.44 3.79
H 1.72 3.22 0.98
H 7.14 0.02 1.88
O 2.36 -2.68 -2.50
N 0.84 0.64 0.16
O 4.77 3.75 0.46
O -4.53 3.22 0.67
H -2.77 -0.52 3.24
O -2.07 2.18 1.79
C -3.33 -1.16 -1.71
O 3.30 2.52 -0.52
C -0.32 -4.69 -4.39
H 2.01 -0.10 -1.47
H 1.01 -1.39 -0.69
C 0.32 3.26 5.65
C 3.46 -3.77 -0.83
C -2.26 0.40 3.23
O -2.82 0.36 0.99
H -2.11 -6.02 0.34
N -1.07 -5.73 -3.74
H -5.53 3.23 -3.74
O 6.76 -0.02 -2.59
O -0.02 0.97 5.36
H 4.00 1.71 -2.76
H -5.60 1.52 -4.45
N 1.26 -2.06 2.64
H -0.64 -4.60 -5.44
H -4.47 1.85 -3.17
O 0.70 4.65 -0.88
O 1.12 1.03 1.29
N 3.67 3.23 0.43
H -0.55 -3.80 -3.79
C -5.41 2.13 -3.58
H -4.23 -0.61 -1.53

=====

6.
10
Properties=species:S:1:pos:R:3 method="wB97M-V/def2-TZVPD" de_lowest_kcal_mol=28.4 total_charge=-1 homo_lumo_gap_ev=8.42 lumo_ev=4.20 e_tot_ha=-379.91098 smiles="O=C([O-])OC1=CC1"
H 0.13 1.47 1.04
H -0.95 0.90 -0.46
C -0.10 0.79 0.21
C 0.46 -0.52 0.74
O 4.18 -0.98 -0.82
C 1.21 0.10 -0.09
O 3.97 0.51 0.88
H 0.26 -1.36 1.41
O 2.33 0.29 -0.76
C 3.68 -0.14 -0.07